Molecular formula: C6H9Cl2N2O
Method: DFT, ωB97M-V with the def2-TZVPD basis set

Last columns: bonded neighbours and bond lengths (Å).
CARTESIAN COORDINATES (ANGSTROEM)
1 C 0.13 0.70 -0.48  C2 1.483, N7 1.227
2 C -0.56 2.01 -0.61  C1 1.483, C6 1.486, O9 1.200
3 C -0.13 -1.73 0.75  C5 1.571, N8 1.515, H12 1.109, H13 1.080
4 C 1.77 -0.89 -0.69  N7 1.350, N8 1.512, H14 1.034, H15 1.163
5 C -1.25 -0.68 0.43  C3 1.571, Cl10 1.694, Cl11 1.815
6 C -0.53 2.79 0.65  C2 1.486, H16 1.139, H17 1.175, H18 1.058
7 N 1.28 0.37 -0.73  C1 1.227, C4 1.350
8 N 0.66 -1.90 -0.53  C3 1.515, C4 1.512, H19 1.118, H20 1.050
9 O -1.05 2.19 -1.69  C2 1.200
10 Cl -2.31 -0.04 1.59  C5 1.694
11 Cl -2.23 -1.18 -1.02  C5 1.815
12 H 0.53 -1.19 1.47  C3 1.109
13 H -0.60 -2.69 0.90  C3 1.080
14 H 2.27 -1.14 -1.57  C4 1.034
15 H 2.51 -1.00 0.20  C4 1.163
16 H -0.14 3.85 0.53  C6 1.139
17 H 0.10 2.27 1.50  C6 1.175
18 H -1.45 2.97 1.16  C6 1.058
19 H 1.03 -2.96 -0.55  N8 1.118
20 H -0.03 -1.75 -1.30  N8 1.050

As for the energy relative to the best compared isomer or geometry (same formula, charge and spin): 459.9 kJ/mol. The maximum force comes out at 4.2 eV/A. As for the spin multiplicity: 1. As for the total charge: +1. For the molecular weight, the calculation gives 196.06 Da. As for the LUMO energy: -4.0 eV. The total energy is -1338.77791 Ha.

=====

Molecular formula: C5H9NO
Method: DFT, ωB97M-V with the def2-TZVPD basis set

Last columns: bonded neighbours and bond lengths (Å).
CARTESIAN COORDINATES (ANGSTROEM)
1 C -0.27 1.00 -1.45  C2 1.523, H6 1.186, H7 1.057, O16 1.481
2 C 0.88 0.07 -1.10  C1 1.523, H8 1.039, H9 1.096, N15 1.373
3 C 0.53 -1.59 1.10  C4 1.534, H10 1.163, H11 1.191, N15 1.458
4 C 0.07 -0.14 1.30  C3 1.534, C5 1.483, H12 1.073, N15 1.539
5 C -1.26 0.34 0.85  C4 1.483, H13 1.024, H14 1.123, O16 1.504
6 H -1.09 0.66 -2.22  C1 1.186
7 H -0.09 1.96 -1.85  C1 1.057
8 H 1.38 -0.39 -1.89  C2 1.039
9 H 1.67 0.71 -0.68  C2 1.096
10 H 1.64 -1.80 1.36  C3 1.163
11 H -0.18 -2.54 1.01  C3 1.191
12 H 0.85 0.51 1.64  C4 1.073
13 H -1.88 -0.42 0.56  C5 1.024
14 H -1.70 0.99 1.65  C5 1.123
15 N 0.43 -0.73 -0.08  C2 1.373, C3 1.458, C4 1.539
16 O -1.00 1.36 -0.21  C1 1.481, C5 1.504

As for the energy relative to the best compared isomer or geometry (same formula, charge and spin): 503.5 kJ/mol. The maximum force comes out at 5.2 eV/A. As for the spin multiplicity: 1. For the molecular weight, the calculation gives 99.13 Da. As for the LUMO energy: 1.1 eV. The total energy is -325.74576 Ha. The SMILES is C1CN2C[C@@H]2CO1.

=====

Molecular formula: C3H7NO2
Method: DFT, ωB97M-V with the def2-TZVPD basis set

Last columns: bonded neighbours and bond lengths (Å).
CARTESIAN COORDINATES (ANGSTROEM)
1 N 1.31 0.91 -1.31  C2 1.381, H7 1.009, H8 1.010
2 C 0.15 0.56 -0.65  N1 1.381, O3 1.375, C4 1.460, C5 1.849
3 O -0.84 1.50 -0.83  C2 1.375, H12 0.965
4 C -0.10 -0.85 -0.37  C2 1.460, C5 1.495, H9 1.087, H10 1.087
5 C -0.10 -0.25 1.00  C2 1.849, C4 1.495, O6 1.436, H11 1.089
6 O -1.27 -0.73 1.68  C5 1.436, H13 0.962
7 H 1.90 0.19 -1.70  N1 1.009
8 H 1.47 1.86 -1.62  N1 1.010
9 H 0.69 -1.55 -0.65  C4 1.087
10 H -1.10 -1.17 -0.65  C4 1.087
11 H 0.80 -0.37 1.60  C5 1.089
12 H -1.27 1.46 0.03  O3 0.965
13 H -1.64 -0.13 2.33  O6 0.962

As for the energy relative to the best compared isomer or geometry (same formula, charge and spin): 363.2 kJ/mol. The maximum force comes out at 0.8 eV/A. As for the spin multiplicity: 1. For the molecular weight, the calculation gives 89.09 Da. As for the LUMO energy: 0.9 eV. The total energy is -323.64265 Ha. The SMILES is N[C@@]1(O)C[C@@H]1O.

=====

- Look up the molecular weight of the first one.
  196.06 Da